The following is a DFT calculation (ωB97M-V with the def2-TZVPD basis set) of C4H3NO3 as an isolated structure at a distorted geometry.

E_tot in hartree: -434.4565
Lowest unoccupied orbital energy in eV: -1.329
Relative energy (zero: lowest compared OMol25 entry of this formula, charge and spin) in kcal/mol: 169.9

Structure (XYZ):
```
11
Properties=species:S:1:pos:R:3:nbo_charge:R:1
C -0.77 -0.75 -0.56 0.078
C -0.57 0.38 -1.33 -0.360
C 0.20 1.40 -0.60 0.505
C 0.65 0.46 0.77 0.575
H 0.91 -0.92 2.04 0.501
H -1.57 -1.58 -0.78 0.255
H -1.09 0.46 -2.26 0.250
N -0.58 -0.47 0.89 -0.230
O 0.52 -1.82 1.27 -0.605
O 0.51 2.53 -0.83 -0.455
O 1.80 0.31 1.38 -0.514
```

The following is a DFT calculation (ωB97M-V with the def2-TZVPD basis set) of C4H3NOS in the gas phase at a distorted geometry.

E_tot in hartree: -682.3571
Lowest unoccupied orbital energy in eV: -1.002
Relative energy (zero: lowest compared OMol25 entry of this formula, charge and spin) in kcal/mol: 8.5
SMILES: S=Cc1ncco1

Structure (XYZ):
```
10
Properties=species:S:1:pos:R:3:nbo_charge:R:1
C 1.55 1.22 0.36 -0.340
C 0.37 0.34 0.21 0.404
C -1.17 -1.16 0.30 -0.106
C -1.22 -0.59 -0.97 0.049
H 1.78 1.83 -0.46 0.212
H -1.73 -1.92 0.78 0.228
H -1.78 -0.71 -1.89 0.224
N -0.10 -0.56 1.02 -0.406
O -0.18 0.37 -1.01 -0.412
S 2.49 1.18 1.65 0.148
```

The following is a DFT calculation (ωB97M-V with the def2-TZVPD basis set) of a 2-piece molecular cluster, C4H3NOS overall at a distorted geometry.

E_tot in hartree: -682.0577
Lowest unoccupied orbital energy (spin up / spin down) in eV: -0.760 / -2.138
Relative energy (zero: lowest compared OMol25 entry of this formula, charge and spin) in kcal/mol: 196.4

Structure (XYZ):
```
10
Properties=species:S:1:pos:R:3:nbo_charge:R:1
C -0.58 -0.05 -1.24 -0.270
C 0.68 -0.61 -0.73 -0.281
C -1.32 0.50 -0.17 -0.044
C 0.52 -0.59 0.63 -0.071
N -0.73 0.01 0.91 -0.479
O 2.61 0.88 1.95 -0.354
S 0.28 -0.27 2.28 0.755
H -0.74 0.24 -2.36 0.240
H 1.63 -1.12 -1.16 0.262
H -2.34 1.00 -0.11 0.242
```